C38H45N4O5PSSeW as an isolated structure at a distorted geometry, computed with the ωB97M-V functional and the def2-TZVPD basis.

Positions of all 96 atoms, in Å:
1 W 0.003 0.185 0.194
2 C -2.903 1.832 0.906
3 O -1.747 1.094 1.333
4 C -1.246 1.474 2.639
5 C -2.138 1.807 3.667
6 C -1.651 2.105 4.904
7 C -0.241 2.087 5.072
8 C 0.639 1.880 4.023
9 C 0.110 1.448 2.802
10 N 0.944 1.247 1.627
11 N 1.564 0.004 1.510
12 C 2.881 -0.107 0.859
13 C 2.731 -0.417 -0.480
14 O 1.444 -0.370 -0.904
15 C 3.776 -0.380 -1.451
16 C 5.030 -0.114 -0.873
17 C 5.229 -0.026 0.528
18 C 6.523 0.207 1.028
19 C 6.631 0.422 2.351
20 C 5.552 0.605 3.262
21 C 4.300 0.407 2.814
22 C 4.148 0.029 1.441
23 H -2.955 1.648 -0.170
24 H -2.692 2.891 1.070
25 H -3.858 1.499 1.359
26 H -3.241 1.796 3.513
27 H -2.312 2.302 5.725
28 H 0.059 2.431 6.095
29 H 1.714 2.038 4.221
30 H 3.634 -0.367 -2.497
31 H 5.995 -0.210 -1.450
32 H 7.384 0.093 0.377
33 H 7.685 0.482 2.783
34 H 5.800 1.002 4.205
35 H 3.422 0.560 3.464
36 N -3.499 -5.394 3.422
37 C -2.173 -5.101 3.666
38 S -1.256 -6.017 4.690
39 C -1.707 -3.840 2.963
40 C -0.357 -3.749 2.606
41 C 0.012 -2.555 1.991
42 N -0.844 -1.609 1.541
43 C -2.105 -1.745 1.847
44 C -2.634 -2.837 2.511
45 H -3.851 -6.222 3.935
46 H -4.042 -4.867 2.709
47 H 0.293 -4.380 3.217
48 H 1.048 -2.304 2.008
49 H -2.743 -0.901 1.764
50 H -3.701 -2.892 2.725
51 C -3.039 -5.660 -4.414
52 C -2.640 -4.360 -3.842
53 C -1.540 -4.168 -2.925
54 C -1.304 -3.090 -2.098
55 C 0.027 -3.108 -1.494
56 C -2.170 -1.947 -2.271
57 Se -1.901 -0.270 -1.479
58 C -3.326 -1.960 -3.282
59 C -4.178 -0.868 -3.665
60 C -3.494 -3.151 -3.967
61 H -3.098 -6.467 -3.720
62 H -2.348 -5.835 -5.221
63 H -4.052 -5.498 -4.801
64 H -0.932 -5.050 -2.828
65 H 0.460 -2.137 -1.326
66 H 0.751 -3.620 -2.062
67 H 0.007 -3.629 -0.489
68 H -4.847 -0.542 -2.891
69 H -4.834 -1.039 -4.469
70 H -3.614 0.043 -3.965
71 H -4.326 -3.200 -4.847
72 C 0.185 1.246 -4.871
73 C 0.692 1.126 -3.438
74 O 0.012 2.248 -2.716
75 P 0.280 2.330 -1.101
76 O -0.843 3.378 -0.592
77 C -0.998 4.678 -1.111
78 C -1.251 5.678 0.035
79 O 1.745 2.940 -0.989
80 C 2.323 3.828 0.021
81 C 3.000 4.945 -0.738
82 H 0.550 0.440 -5.515
83 H 0.556 2.191 -5.360
84 H -0.874 1.344 -4.831
85 H 1.790 1.328 -3.366
86 H 0.436 0.221 -3.009
87 H -1.815 4.745 -1.888
88 H -0.100 4.945 -1.653
89 H -2.242 5.585 0.477
90 H -1.185 6.712 -0.258
91 H -0.519 5.502 0.847
92 H 2.955 3.115 0.555
93 H 1.496 4.207 0.651
94 H 3.686 4.530 -1.424
95 H 3.597 5.520 -0.006
96 H 2.262 5.608 -1.205

Calculated values
ΔE to the lowest compared entry with this formula, charge and spin in kcal/mol: 53.81
E_HOMO (spin up / spin down) in eV: -12.59 / -12.60
Frontier orbital gap (spin up / spin down) in eV: 6.25 / 4.49
Total charge: +2
Expectation value of S²: 2.04
Multiplicity: 3

***

A 7-piece molecular cluster, C38H45N8O overall at a distorted geometry, computed with the ωB97M-V functional and the def2-TZVPD basis.

Positions of all 92 atoms, in Å:
1 N 1.716 0.959 1.144
2 C 2.579 0.002 0.403
3 C 1.798 -1.247 -0.210
4 C 2.456 -2.535 0.470
5 N 1.622 -3.554 0.494
6 C 0.313 -3.100 -0.099
7 C 0.294 -1.535 0.212
8 C -0.902 -0.981 -0.690
9 C -2.243 -1.571 0.141
10 C -3.390 -0.421 0.451
11 O -2.404 -1.059 1.525
12 H 1.746 0.672 2.137
13 H 2.257 1.841 1.154
14 H 3.404 -0.377 1.081
15 H 3.097 0.549 -0.448
16 H 2.059 -1.396 -1.302
17 H 3.512 -2.606 0.883
18 H 1.794 -4.507 0.848
19 H -0.442 -3.553 0.627
20 H 0.074 -3.456 -1.142
21 H 0.075 -1.193 1.266
22 H -0.969 -1.419 -1.724
23 H -1.000 0.138 -0.673
24 H -2.620 -2.647 -0.122
25 H -3.070 0.589 0.815
26 H -4.308 -0.985 0.792
27 N 2.162 4.229 2.376
28 C 1.679 4.427 3.611
29 C 1.066 5.598 4.021
30 C 0.946 6.632 3.105
31 C 1.438 6.456 1.820
32 C 2.031 5.244 1.507
33 H 1.798 3.592 4.294
34 H 0.692 5.700 5.032
35 H 0.473 7.565 3.388
36 H 1.362 7.240 1.079
37 H 2.428 5.057 0.515
38 N -7.164 -0.003 1.436
39 C -8.488 -0.090 1.242
40 C -9.370 -0.617 2.172
41 C -8.856 -1.086 3.371
42 C -7.490 -1.009 3.596
43 C -6.693 -0.461 2.603
44 H -8.841 0.286 0.288
45 H -10.431 -0.660 1.963
46 H -9.513 -1.507 4.124
47 H -7.053 -1.365 4.520
48 H -5.619 -0.375 2.734
49 N 5.943 2.629 3.664
50 C 7.235 2.987 3.671
51 C 7.745 4.048 2.941
52 C 6.871 4.782 2.152
53 C 5.530 4.431 2.125
54 C 5.118 3.355 2.895
55 H 7.879 2.382 4.299
56 H 8.798 4.294 2.987
57 H 7.232 5.619 1.566
58 H 4.819 4.981 1.522
59 H 4.081 3.046 2.910
60 N 0.735 -7.150 0.080
61 C -0.282 -7.774 -0.535
62 C -0.226 -8.228 -1.843
63 C 0.943 -8.024 -2.561
64 C 2.007 -7.380 -1.948
65 C 1.854 -6.968 -0.636
66 H -1.175 -7.906 0.065
67 H -1.076 -8.727 -2.291
68 H 1.024 -8.363 -3.587
69 H 2.935 -7.204 -2.478
70 H 2.661 -6.464 -0.112
71 N -3.269 -5.007 -3.245
72 C -1.976 -4.659 -3.261
73 C -1.467 -3.607 -4.004
74 C -2.346 -2.869 -4.783
75 C -3.690 -3.209 -4.788
76 C -4.098 -4.278 -4.005
77 H -1.326 -5.268 -2.638
78 H -0.410 -3.370 -3.974
79 H -1.987 -2.038 -5.380
80 H -4.405 -2.657 -5.384
81 H -5.139 -4.580 -3.972
82 N 1.263 6.101 -1.775
83 C 0.261 5.476 -2.409
84 C 0.334 5.032 -3.719
85 C 1.511 5.249 -4.421
86 C 2.562 5.895 -3.790
87 C 2.389 6.297 -2.475
88 H -0.639 5.332 -1.821
89 H -0.507 4.530 -4.180
90 H 1.607 4.918 -5.449
91 H 3.495 6.083 -4.306
92 H 3.185 6.804 -1.938

Calculated values
E_HOMO in eV: -11.11
Frontier orbital gap in eV: 7.29
Total charge: +1

***

C38H46CaN4OPS2Si2 as an isolated structure at a distorted geometry, computed with the ωB97M-V functional and the def2-TZVPD basis.

Positions of all 95 atoms, in Å:
1 Ca -0.933 0.012 -0.110
2 C -1.965 0.692 3.908
3 Si -2.536 -0.668 2.765
4 C -3.718 0.049 1.494
5 C -3.597 -1.849 3.779
6 C -1.102 -1.511 1.986
7 C -1.563 -2.535 1.023
8 C -1.740 -3.908 1.314
9 C -2.208 -4.774 0.354
10 C -2.515 -4.301 -0.924
11 C -2.316 -2.964 -1.166
12 N -1.846 -2.116 -0.242
13 Si 0.223 -2.029 3.145
14 C 1.482 -3.104 2.259
15 C -0.273 -3.029 4.668
16 C 1.133 -0.548 3.868
17 H -2.790 1.372 4.143
18 H -1.163 1.281 3.458
19 H -1.585 0.281 4.849
20 H -4.657 0.303 1.994
21 H -3.944 -0.663 0.695
22 H -3.361 0.972 1.020
23 H -4.460 -1.337 4.218
24 H -3.031 -2.316 4.587
25 H -3.975 -2.651 3.136
26 H -1.531 -4.258 2.317
27 H -2.358 -5.820 0.598
28 H -2.892 -4.953 -1.700
29 H -2.522 -2.529 -2.138
30 H 1.027 -4.015 1.858
31 H 2.271 -3.404 2.956
32 H 1.937 -2.560 1.427
33 H -0.702 -4.005 4.419
34 H -0.999 -2.496 5.286
35 H 0.618 -3.203 5.282
36 H 1.048 0.327 3.226
37 H 2.197 -0.781 3.991
38 H 0.740 -0.282 4.853
39 N 1.632 1.136 0.796
40 C 1.890 2.267 1.585
41 C 3.020 2.312 2.408
42 C 3.316 3.451 3.132
43 C 2.510 4.582 3.036
44 C 1.370 4.524 2.253
45 C 1.016 3.363 1.567
46 P -0.576 3.144 0.691
47 C -1.854 3.724 1.876
48 C -1.621 4.090 3.198
49 C -2.675 4.432 4.036
50 C -3.981 4.403 3.568
51 C -4.229 4.020 2.255
52 C -3.176 3.678 1.418
53 C -0.513 4.527 -0.523
54 C -1.375 5.619 -0.518
55 C -1.271 6.602 -1.497
56 C -0.308 6.504 -2.488
57 C 0.565 5.423 -2.494
58 C 0.462 4.445 -1.518
59 H 2.333 0.412 0.865
60 H 1.454 1.362 -0.186
61 H 3.678 1.451 2.449
62 H 4.200 3.468 3.758
63 H 2.763 5.488 3.572
64 H 0.722 5.391 2.178
65 H -0.614 4.091 3.593
66 H -2.472 4.713 5.063
67 H -4.801 4.665 4.225
68 H -5.244 3.976 1.880
69 H -3.377 3.362 0.398
70 H -2.139 5.711 0.241
71 H -1.957 7.440 -1.486
72 H -0.246 7.256 -3.265
73 H 1.302 5.318 -3.279
74 H 1.133 3.593 -1.546
75 S 0.593 0.812 -2.276
76 C -0.479 1.861 -3.185
77 C 0.146 2.525 -4.310
78 N 0.659 3.028 -5.210
79 C -1.789 2.092 -2.935
80 S -2.764 1.397 -1.665
81 C -2.490 3.016 -3.810
82 N -3.064 3.742 -4.494
83 C 3.253 -1.874 -2.508
84 C 2.473 -3.142 -2.160
85 C 1.313 -2.562 -1.376
86 O 1.884 -1.496 -0.608
87 C 3.089 -1.032 -1.247
88 H 2.786 -1.362 -3.351
89 H 4.301 -2.059 -2.746
90 H 3.069 -3.793 -1.514
91 H 2.150 -3.711 -3.031
92 H 0.839 -3.261 -0.685
93 H 0.554 -2.154 -2.051
94 H 3.916 -1.180 -0.545
95 H 2.996 0.028 -1.476

Calculated values
ΔE to the lowest compared entry with this formula, charge and spin in kcal/mol: 7.71
E_HOMO in eV: -4.30
Frontier orbital gap in eV: 6.71
Total charge: -1

***

C38H46I2IrN2O3P3S2 as an isolated structure, computed with the ωB97M-V functional and the def2-TZVPD basis.

Positions of all 97 atoms, in Å:
1 Ir -0.841 0.954 0.089
2 N -2.378 -1.529 0.434
3 P -2.200 -0.330 1.635
4 C -1.445 -1.230 3.022
5 C -0.916 -0.589 4.141
6 C -0.420 -1.321 5.208
7 C -0.456 -2.707 5.173
8 C -1.005 -3.355 4.079
9 C -1.500 -2.624 3.010
10 C -3.848 0.095 2.246
11 C -4.043 0.416 3.590
12 C -5.306 0.763 4.046
13 C -6.382 0.778 3.172
14 C -6.197 0.456 1.835
15 C -4.934 0.124 1.372
16 P -1.482 -1.012 -0.907
17 C -2.753 -1.123 -2.202
18 C -2.674 -2.128 -3.165
19 C -3.717 -2.318 -4.064
20 C -4.840 -1.514 -4.014
21 C -4.945 -0.529 -3.037
22 C -3.913 -0.344 -2.137
23 C -0.216 -2.200 -1.357
24 C 0.410 -2.143 -2.605
25 C 1.371 -3.082 -2.934
26 C 1.721 -4.071 -2.023
27 C 1.117 -4.121 -0.776
28 C 0.148 -3.185 -0.439
29 H -3.151 -2.182 0.381
30 H -0.916 0.486 4.209
31 H -0.018 -0.809 6.072
32 H -0.070 -3.281 6.005
33 H -1.054 -4.435 4.057
34 H -1.928 -3.153 2.171
35 H -3.221 0.384 4.291
36 H -5.451 1.007 5.089
37 H -7.369 1.030 3.535
38 H -7.038 0.459 1.154
39 H -4.806 -0.131 0.333
40 H -1.812 -2.775 -3.218
41 H -3.644 -3.102 -4.805
42 H -5.644 -1.660 -4.723
43 H -5.835 0.083 -2.975
44 H -4.053 0.378 -1.340
45 H 0.140 -1.380 -3.325
46 H 1.845 -3.049 -3.906
47 H 2.469 -4.807 -2.287
48 H 1.383 -4.898 -0.073
49 H -0.337 -3.239 0.528
50 O -0.855 3.198 0.618
51 C 0.297 3.867 1.204
52 C 0.276 3.752 2.714
53 C -0.051 2.310 3.115
54 C 0.946 1.310 2.591
55 C 2.130 1.135 3.295
56 C 3.004 0.119 2.976
57 C 2.664 -0.734 1.941
58 C 1.518 -0.482 1.227
59 N 0.674 0.533 1.514
60 H -1.650 3.507 1.076
61 H 0.316 4.900 0.856
62 H 1.156 3.362 0.772
63 H -0.456 4.423 3.169
64 H 1.258 4.053 3.084
65 H -1.044 2.044 2.748
66 H -0.093 2.227 4.202
67 H 2.325 1.791 4.134
68 H 3.916 -0.022 3.540
69 H 3.288 -1.571 1.662
70 H 1.255 -1.090 0.379
71 C 5.843 0.614 -1.349
72 C 4.595 0.131 -0.635
73 C 3.939 -1.061 -1.299
74 O 3.652 1.229 -0.415
75 P 2.765 2.071 -1.420
76 S 2.810 3.939 -0.993
77 S 0.945 1.007 -1.548
78 O 3.366 1.653 -2.825
79 C 2.816 1.920 -4.152
80 C 3.251 3.297 -4.610
81 C 3.324 0.810 -5.045
82 H 6.654 -0.090 -1.158
83 H 6.146 1.590 -0.972
84 H 5.690 0.684 -2.424
85 H 4.864 -0.125 0.391
86 H 3.624 -0.812 -2.310
87 H 3.066 -1.405 -0.744
88 H 4.655 -1.882 -1.358
89 H 1.728 1.865 -4.063
90 H 4.336 3.384 -4.555
91 H 2.817 4.079 -3.989
92 H 2.942 3.454 -5.644
93 H 4.414 0.819 -5.083
94 H 2.947 0.949 -6.059
95 H 2.996 -0.166 -4.685
96 I -2.265 2.206 -1.850
97 I -0.636 4.152 -2.586

Calculated values
ΔE to the lowest compared entry with this formula, charge and spin in kcal/mol: 0.00
E_HOMO in eV: -12.76
Frontier orbital gap in eV: 6.17
Total charge: +2

***

C38H46P2PbSi as an isolated structure at a distorted geometry, computed with the ωB97M-V functional and the def2-TZVPD basis.

Positions of all 88 atoms, in Å:
1 Pb -2.142 0.609 -3.058
2 C 1.857 -1.386 0.225
3 C 1.736 -1.975 -0.969
4 C 1.030 -3.274 -1.205
5 C -0.513 -3.097 -1.164
6 C -1.146 -2.577 0.088
7 C -0.667 -2.629 1.334
8 C 0.680 -3.118 1.785
9 C 1.845 -2.101 1.541
10 C -2.219 1.132 -0.917
11 H 1.862 -0.280 0.285
12 H 2.293 -1.577 -1.822
13 H 1.326 -4.010 -0.457
14 H 1.304 -3.679 -2.195
15 H -0.787 -2.391 -1.969
16 H -0.964 -4.063 -1.447
17 H -2.171 -2.197 -0.067
18 H -1.369 -2.393 2.156
19 H 0.948 -4.096 1.353
20 H 0.646 -3.242 2.891
21 H 1.695 -1.291 2.264
22 H 2.808 -2.592 1.782
23 H -1.727 2.120 -0.775
24 H -1.612 0.416 -0.334
25 H -3.277 1.106 -0.587
26 P -2.999 -1.726 -8.591
27 P -5.753 -2.316 -7.274
28 C -3.485 -3.433 -8.310
29 C -4.756 -3.673 -7.897
30 C -2.387 -1.850 -10.345
31 C -1.942 -3.045 -10.928
32 C -1.405 -3.046 -12.222
33 C -1.358 -1.868 -12.973
34 C -1.865 -0.677 -12.424
35 C -2.392 -0.669 -11.125
36 C -1.490 -1.652 -7.570
37 C -1.687 -1.680 -6.176
38 C -0.584 -1.730 -5.334
39 C 0.715 -1.755 -5.856
40 C 0.895 -1.725 -7.241
41 C -0.199 -1.650 -8.104
42 C -7.333 -2.879 -8.047
43 C -7.395 -2.827 -9.457
44 C -8.449 -3.454 -10.125
45 C -9.467 -4.114 -9.420
46 C -9.430 -4.084 -8.022
47 C -8.393 -3.445 -7.331
48 C -5.986 -2.823 -5.535
49 C -6.564 -1.878 -4.658
50 C -6.939 -2.287 -3.377
51 C -6.709 -3.603 -2.950
52 C -6.049 -4.492 -3.799
53 C -5.646 -4.096 -5.072
54 H -2.720 -4.200 -8.433
55 H -5.233 -4.651 -7.949
56 H -2.010 -3.984 -10.380
57 H -1.030 -3.975 -12.655
58 H -0.932 -1.857 -13.983
59 H -1.861 0.253 -13.006
60 H -2.809 0.252 -10.697
61 H -2.703 -1.661 -5.753
62 H -0.743 -1.731 -4.248
63 H 1.565 -1.818 -5.168
64 H 1.901 -1.755 -7.650
65 H -0.044 -1.606 -9.184
66 H -6.603 -2.337 -10.033
67 H -8.484 -3.454 -11.216
68 H -10.280 -4.637 -9.946
69 H -10.214 -4.577 -7.447
70 H -8.388 -3.421 -6.235
71 H -6.722 -0.844 -4.991
72 H -7.423 -1.568 -2.711
73 H -7.048 -3.919 -1.959
74 H -5.847 -5.504 -3.463
75 H -5.075 -4.779 -5.698
76 C -0.424 1.522 2.553
77 Si 0.855 2.086 1.327
78 C 0.577 3.852 0.759
79 C 2.617 1.664 1.751
80 H -1.429 1.687 2.144
81 H -0.332 2.100 3.481
82 H -0.337 0.452 2.780
83 H 0.905 4.526 1.567
84 H 1.181 4.042 -0.146
85 H -0.480 4.063 0.505
86 H 3.006 2.374 2.492
87 H 2.731 0.648 2.148
88 H 3.258 1.728 0.861

Calculated values
ΔE to the lowest compared entry with this formula, charge and spin in kcal/mol: 6.69
E_HOMO (spin up / spin down) in eV: -6.26 / -5.97
Frontier orbital gap (spin up / spin down) in eV: 5.78 / 5.45
Total charge: 0